[1]
Formula: C16H44F6InN3O29P4S6
Source: the OMol25 dataset
Level of theory: wB97M-V/def2-TZVPD

Calculated values
HOMO-LUMO gap: 3.6676 eV
Maximum force: 0.23691 Eh/bohr
Energy above the lowest of the compared OMol25 structures with the same formula, charge and spin: 32.0 kcal/mol
HOMO energy: -10.144 eV

```
! wB97M-V def2-TZVPD RIJCOSX def2/J DEFGRID3
* xyz 0 1
In -17.997 -1.373 8.578
N -17.468 0.364 6.318
S -18.135 1.574 5.726
O -19.320 1.473 4.891
O -17.358 2.749 5.399
F -18.765 1.968 7.147
S -16.499 0.109 4.943
O -15.208 0.876 4.964
O -17.141 -0.043 3.664
F -16.035 -1.413 5.188
N -19.451 -0.398 10.907
S -20.445 -1.160 11.723
O -21.702 -1.621 11.099
O -20.520 -1.060 13.182
F -19.580 -2.531 11.554
S -19.619 1.135 11.649
O -18.640 1.457 12.604
O -21.019 1.618 11.806
F -19.153 1.862 10.317
N -19.455 -3.752 8.805
S -20.781 -4.348 8.492
O -21.636 -4.545 9.659
O -20.918 -5.299 7.350
F -21.248 -3.001 7.848
S -18.925 -5.335 9.149
O -18.456 -6.014 7.925
O -19.411 -6.068 10.347
F -17.503 -4.846 9.704
C -16.840 -0.837 13.912
O -16.355 -2.112 13.561
P -15.768 -2.582 12.117
O -16.771 -2.379 11.056
O -14.462 -1.725 11.914
C -13.473 -1.561 12.926
O -15.270 -4.068 12.237
C -14.624 -4.639 11.088
H -16.671 -0.536 14.946
H -17.910 -0.914 13.718
H -16.487 -0.082 13.210
H -12.932 -0.635 12.731
H -12.777 -2.386 12.776
H -13.875 -1.670 13.933
H -13.907 -5.289 11.590
H -13.979 -3.966 10.523
H -15.192 -5.319 10.453
C -15.669 2.373 11.436
O -14.502 1.631 11.169
P -14.301 0.941 9.683
O -15.468 -0.021 9.495
O -14.043 2.155 8.702
C -15.073 2.757 7.904
O -12.834 0.321 9.849
C -11.780 0.872 10.524
H -16.521 2.112 10.807
H -15.463 3.410 11.171
H -16.001 2.253 12.467
H -14.729 2.867 6.876
H -15.162 3.755 8.334
H -16.076 2.345 8.019
H -12.113 1.592 11.273
H -11.012 1.302 9.881
H -11.393 0.090 11.177
C -12.678 -2.414 8.366
O -12.986 -3.067 7.215
P -14.563 -3.526 6.982
O -15.507 -2.488 7.492
O -14.624 -3.824 5.329
C -14.734 -5.038 4.721
O -14.655 -4.971 7.675
C -13.455 -5.767 7.762
H -11.825 -2.926 8.810
H -13.457 -2.387 9.127
H -12.382 -1.397 8.107
H -15.155 -5.830 5.340
H -13.720 -5.300 4.420
H -15.232 -4.870 3.766
H -12.969 -5.688 8.735
H -12.692 -5.447 7.052
H -13.777 -6.772 7.488
C -23.535 -0.559 8.532
O -22.992 0.602 8.066
P -21.713 0.502 7.093
O -20.648 -0.375 7.582
O -22.360 0.012 5.705
C -23.567 0.624 5.238
O -21.302 2.097 6.973
C -21.524 2.986 8.121
H -22.989 -1.431 8.172
H -24.458 -0.611 7.955
H -23.755 -0.537 9.599
H -23.858 1.470 5.861
H -24.370 -0.112 5.289
H -23.500 1.052 4.238
H -21.986 2.559 9.011
H -21.987 3.921 7.804
H -20.524 3.256 8.460
C -19.356 -2.893 3.509
C -18.154 -3.639 3.935
C -18.250 -3.837 5.441
O -18.759 -2.582 5.815
C -19.749 -2.165 4.785
H -20.117 -3.583 3.144
H -19.198 -2.275 2.626
H -17.203 -3.121 3.812
H -18.075 -4.567 3.368
H -17.239 -4.014 5.810
H -18.896 -4.639 5.798
H -19.708 -1.101 4.552
H -20.802 -2.340 5.004
*
```

Results of the Mulliken charge analysis, in e, for atoms 1 through 99: number 1, In, carries 4.2439; number 2, N, carries -0.2637; number 3, S, carries 0.6771; number 4, O, carries -0.6047; number 5, O, carries -0.6209; number 6, F, carries -0.1716; number 7, S, carries 0.6080; number 8, O, carries -0.5726; number 9, O, carries -0.5720; number 10, F, carries -0.0953; number 11, N, carries 0.0939; number 12, S, carries 0.5419; number 13, O, carries -0.5794; number 14, O, carries -0.5760; number 15, F, carries -0.2254; number 16, S, carries 0.6985; number 17, O, carries -0.5465; number 18, O, carries -0.5679; number 19, F, carries -0.1969; number 20, N, carries -0.1462; number 21, S, carries 0.6182; number 22, O, carries -0.5677; number 23, O, carries -0.5987; number 24, F, carries -0.1676; number 25, S, carries 0.6845; number 26, O, carries -0.5745; number 27, O, carries -0.5555; number 28, F, carries -0.2790; number 29, C, carries -0.2279; number 30, O, carries -0.3223; number 31, P, carries -1.7313; number 32, O, carries 1.1890; number 33, O, carries 0.8456; number 34, C, carries -0.9553; number 35, O, carries -0.3078; number 36, C, carries -0.5345; number 37, H, carries 0.3450; number 38, H, carries 0.1135; number 39, H, carries -0.0401; number 40, H, carries 0.1157; number 41, H, carries 0.2841; number 42, H, carries 0.4061; number 43, H, carries 0.4761; number 44, H, carries -0.0754; number 45, H, carries 0.2812; number 46, C, carries -0.4129; number 47, O, carries -0.4316; number 48, P, carries 0.3213; number 49, O, carries 0.6193; number 50, O, carries -0.3451; number 51, C, carries -0.3874; number 52, O, carries -0.4244; number 53, C, carries -1.0064; number 54, H, carries -0.1037; number 55, H, carries 0.3594; number 56, H, carries 0.2954; number 57, H, carries 0.3024; number 58, H, carries 0.3939; number 59, H, carries -0.0719; number 60, H, carries 0.3849; number 61, H, carries 0.2671; number 62, H, carries 0.2950; number 63, C, carries -0.3558; number 64, O, carries -0.3827; number 65, P, carries -0.0207; number 66, O, carries 0.3879; number 67, O, carries -0.2758; number 68, C, carries -0.9009; number 69, O, carries 0.0275; number 70, C, carries -1.0138; number 71, H, carries 0.3721; number 72, H, carries -0.2412; number 73, H, carries 0.2945; number 74, H, carries 0.3592; number 75, H, carries 0.2954; number 76, H, carries 0.3350; number 77, H, carries 0.2549; number 78, H, carries 0.4363; number 79, H, carries 0.2981; number 80, C, carries -0.4579; number 81, O, carries -0.2895; number 82, P, carries -0.1565; number 83, O, carries 1.0828; number 84, O, carries -0.0716; number 85, C, carries -0.9369; number 86, O, carries -0.3196; number 87, C, carries -0.6497; number 88, H, carries -0.0113; number 89, H, carries 0.2859; number 90, H, carries 0.2851; number 91, H, carries 0.3118; number 92, H, carries 0.3022; number 93, H, carries 0.2899; number 94, H, carries 0.3386; number 95, H, carries 0.2721; number 96, H, carries 0.1660; number 97, C, carries -0.8607; number 98, C, carries -0.6251; number 99, C, carries 0.1959

[2]
Formula: C8H9FN3S
Source: the OMol25 dataset
Level of theory: wB97M-V/def2-TZVPD

Calculated values
HOMO-LUMO gap: 8.3759 eV
Maximum force: 0.06829 Eh/bohr
Energy above the lowest of the compared OMol25 structures with the same formula, charge and spin: 17.4 kcal/mol
HOMO energy: -12.843 eV

```
! wB97M-V def2-TZVPD RIJCOSX def2/J DEFGRID3
* xyz 1 1
C -0.878 3.676 -0.466
C -1.362 2.376 -0.262
C 0.422 3.697 -1.013
C -0.467 1.406 -0.728
C 0.133 -1.971 -1.331
C 0.617 -1.713 1.195
C 0.471 -2.600 -0.063
C -0.796 0.088 -0.804
N -0.203 -0.781 -1.561
N -0.032 -0.636 1.248
N 1.207 -2.387 2.190
F -2.091 -0.149 -0.543
S 1.059 2.096 -1.206
H -1.250 4.669 -0.295
H -2.282 2.126 0.102
H 1.088 4.466 -1.351
H 0.389 -2.439 -2.253
H -0.300 -3.302 0.022
H 1.342 -3.237 0.003
H 0.116 0.052 1.996
H 1.804 -3.219 1.994
H 1.013 -2.220 3.126
*
```

The molecule's Mulliken atomic charges, reported in e, are given here: number 1, C, carries -0.5602; number 2, C, carries -0.6743; number 3, C, carries -0.2149; number 4, C, carries -0.0051; number 5, C, carries -0.2453; number 6, C, carries 0.5878; number 7, C, carries -0.7637; number 8, C, carries 0.9479; number 9, N, carries -0.3420; number 10, N, carries -0.4425; number 11, N, carries -0.3897; number 12, F, carries -0.2457; number 13, S, carries -0.0340; number 14, H, carries 0.4013; number 15, H, carries 0.6058; number 16, H, carries 0.4602; number 17, H, carries 0.5060; number 18, H, carries 0.3443; number 19, H, carries 0.4250; number 20, H, carries 0.2448; number 21, H, carries 0.1933; number 22, H, carries 0.2010

[3]
Formula: H33O16
Source: the OMol25 dataset
Level of theory: wB97M-V/def2-TZVPD

Calculated values
HOMO-LUMO gap (alpha / beta): 9.4813 / 2.2695 eV
Maximum force: 0.06052 Eh/bohr
Energy above the lowest of the compared OMol25 structures with the same formula, charge and spin: 27.6 kcal/mol
HOMO energy (alpha / beta): -15.434 / -15.434 eV

```
! wB97M-V def2-TZVPD RIJCOSX def2/J DEFGRID3
* xyz 2 2
O -2.812 0.692 0.925
H -2.238 0.539 0.102
H -3.259 -0.170 0.708
O 3.295 -0.172 -1.779
H 0.529 3.527 4.760
H 0.466 2.672 -0.413
O 0.197 2.635 4.927
H -0.242 2.358 5.752
H -1.530 -5.331 -0.590
O 0.115 -4.804 2.501
H -0.533 -5.213 1.915
H 1.501 1.150 -0.204
O -1.027 2.093 2.293
H 4.115 0.210 -1.456
H -0.521 2.140 3.098
O 1.784 -0.349 3.054
H 1.011 0.180 3.289
H 2.578 -0.359 -0.072
O 0.319 0.310 -4.045
H 1.003 0.554 -4.687
H -0.389 0.562 -4.651
O -5.038 -0.368 1.041
H 0.518 -5.498 3.024
H -5.170 0.557 1.366
O -1.562 -5.152 0.382
H -1.899 1.734 2.150
O 2.214 0.344 0.486
H 2.578 3.265 -1.353
H 2.048 0.039 1.418
O 2.646 3.143 -0.396
H 3.593 3.294 -0.210
H 2.868 -3.661 -0.792
O 0.723 3.465 -2.928
H 1.391 -1.236 3.060
H 3.129 -2.994 -2.112
O 0.317 1.730 -0.219
H -0.089 1.756 0.665
H 0.843 2.560 -2.670
O 3.592 -3.309 -1.331
H 0.066 3.967 -3.408
H -2.432 -5.483 0.634
O -2.388 2.152 -3.423
H -2.141 1.271 -3.059
H -2.364 1.870 -4.344
O -1.926 -1.411 -0.338
H -2.259 -2.149 0.223
H 3.424 -0.695 -2.571
H -5.520 -0.335 0.190
H -1.523 -2.079 -0.913
*
```

The molecule's Mulliken atomic charges, reported in e, are given here: number 1, O, carries -0.4012; number 2, H, carries 0.3471; number 3, H, carries 0.6593; number 4, O, carries -0.6241; number 5, H, carries 0.3224; number 6, H, carries 0.3890; number 7, O, carries -0.6610; number 8, H, carries 0.3274; number 9, H, carries 0.3387; number 10, O, carries -0.6288; number 11, H, carries 0.3580; number 12, H, carries 0.6284; number 13, O, carries -0.5487; number 14, H, carries 0.3223; number 15, H, carries 0.3357; number 16, O, carries -0.6897; number 17, H, carries 0.3071; number 18, H, carries 0.4041; number 19, O, carries -0.5844; number 20, H, carries 0.3158; number 21, H, carries 0.2590; number 22, O, carries -0.5813; number 23, H, carries 0.3344; number 24, H, carries 0.3864; number 25, O, carries -0.7305; number 26, H, carries 0.3604; number 27, O, carries -0.5215; number 28, H, carries 0.2980; number 29, H, carries 0.3993; number 30, O, carries -0.5775; number 31, H, carries 0.2918; number 32, H, carries 0.3031; number 33, O, carries -0.6218; number 34, H, carries 0.3656; number 35, H, carries 0.2992; number 36, O, carries -0.5896; number 37, H, carries 0.4174; number 38, H, carries 0.3814; number 39, O, carries -0.5981; number 40, H, carries 0.2934; number 41, H, carries 0.3378; number 42, O, carries -0.5758; number 43, H, carries 0.2495; number 44, H, carries 0.3289; number 45, O, carries -0.6765; number 46, H, carries 0.3153; number 47, H, carries 0.2565; number 48, H, carries 0.4011; number 49, H, carries 0.2764

Repeat the second record exactly.
Formula: C8H9FN3S
Source: the OMol25 dataset
Level of theory: wB97M-V/def2-TZVPD

Calculated values
HOMO-LUMO gap: 8.3759 eV
Maximum force: 0.06829 Eh/bohr
Energy above the lowest of the compared OMol25 structures with the same formula, charge and spin: 17.4 kcal/mol
HOMO energy: -12.843 eV

```
! wB97M-V def2-TZVPD RIJCOSX def2/J DEFGRID3
* xyz 1 1
C -0.878 3.676 -0.466
C -1.362 2.376 -0.262
C 0.422 3.697 -1.013
C -0.467 1.406 -0.728
C 0.133 -1.971 -1.331
C 0.617 -1.713 1.195
C 0.471 -2.600 -0.063
C -0.796 0.088 -0.804
N -0.203 -0.781 -1.561
N -0.032 -0.636 1.248
N 1.207 -2.387 2.190
F -2.091 -0.149 -0.543
S 1.059 2.096 -1.206
H -1.250 4.669 -0.295
H -2.282 2.126 0.102
H 1.088 4.466 -1.351
H 0.389 -2.439 -2.253
H -0.300 -3.302 0.022
H 1.342 -3.237 0.003
H 0.116 0.052 1.996
H 1.804 -3.219 1.994
H 1.013 -2.220 3.126
*
```

The molecule's Mulliken atomic charges, reported in e, are given here: number 1, C, carries -0.5602; number 2, C, carries -0.6743; number 3, C, carries -0.2149; number 4, C, carries -0.0051; number 5, C, carries -0.2453; number 6, C, carries 0.5878; number 7, C, carries -0.7637; number 8, C, carries 0.9479; number 9, N, carries -0.3420; number 10, N, carries -0.4425; number 11, N, carries -0.3897; number 12, F, carries -0.2457; number 13, S, carries -0.0340; number 14, H, carries 0.4013; number 15, H, carries 0.6058; number 16, H, carries 0.4602; number 17, H, carries 0.5060; number 18, H, carries 0.3443; number 19, H, carries 0.4250; number 20, H, carries 0.2448; number 21, H, carries 0.1933; number 22, H, carries 0.2010

- Among the records above, which one has the lowest maximum force?
  H33O16